Computed, not measured: 2 unconnected molecules or ions with the total composition C6H12O in a non-equilibrium geometry, with the ωB97M-V functional and the def2-TZVPD basis.

Results
Largest force on an atom: 0.0857 hartree/bohr
SMILES: C=CC(=C)CC.O
HOMO level: -8.62 eV
ΔE to the lowest compared entry with this formula, charge and spin: 265.9 kJ/mol
M: 100.16 u

```
! RIJCOSX wB97M-V def2-TZVPD def2/J DEFGRID3
* xyz 0 1
O 5.153 3.255 2.006
C -2.807 -0.653 -1.796
C -0.720 -0.502 -0.328
C 0.952 -0.549 1.532
C 0.052 -1.321 -1.029
C -1.947 0.200 -0.843
C -0.360 -0.265 1.059
H 6.060 3.561 2.072
H -2.346 -0.668 -2.794
H 1.264 -0.645 2.601
H -2.949 -1.671 -1.523
H 5.170 2.300 2.110
H 0.690 -2.059 -0.624
H -0.160 -1.386 -2.080
H 1.605 -0.991 0.809
H -2.002 1.309 -1.065
H -3.871 -0.270 -1.933
H -1.218 -0.073 1.772
H -2.565 0.429 0.055
*
```

Computed, not measured: 2 unconnected molecules or ions with the total composition C6H12O in a non-equilibrium geometry, with the ωB97M-V functional and the def2-TZVPD basis.

Results
Largest force on an atom: 0.0372 hartree/bohr
SMILES: C/C=C/C.CC=O
HOMO level: -9.09 eV
ΔE to the lowest compared entry with this formula, charge and spin: 164.5 kJ/mol
M: 100.16 u

```
! RIJCOSX wB97M-V def2-TZVPD def2/J DEFGRID3
* xyz 0 1
O 1.684 -1.879 -0.200
C 1.785 -0.731 0.155
C -0.831 0.030 0.843
C -1.159 -0.060 -0.438
C -0.833 1.394 1.415
C 2.155 0.413 -0.753
C -1.655 -1.309 -1.005
H -1.830 -2.018 -0.195
H -1.412 1.553 2.324
H 0.159 1.713 1.681
H 1.792 -0.455 1.236
H 2.076 0.125 -1.802
H -0.902 -0.813 1.531
H -1.062 0.773 -1.135
H -0.919 -1.710 -1.692
H -2.570 -1.139 -1.576
H -1.214 2.127 0.703
H 3.194 0.688 -0.528
H 1.542 1.298 -0.566
*
```

Computed, not measured: 2 unconnected molecules or ions with the total composition C6H12O, with the ωB97M-V functional and the def2-TZVPD basis.

Results
Largest force on an atom: 0.0081 hartree/bohr
HOMO level: -9.49 eV
ΔE to the lowest compared entry with this formula, charge and spin: 346.2 kJ/mol
M: 100.16 u

```
! RIJCOSX wB97M-V def2-TZVPD def2/J DEFGRID3
* xyz 0 1
O 0.655 -2.269 0.393
C -0.745 -0.228 -0.078
C 2.649 1.097 -0.540
C 1.344 -1.416 1.079
C -1.157 1.083 0.595
C -0.121 -1.155 0.936
C -1.934 -0.931 -0.734
H -0.768 -1.474 1.753
H -1.681 1.728 -0.118
H -0.289 1.629 0.979
H -2.676 -1.205 0.026
H -1.615 -1.848 -1.240
H -2.428 -0.286 -1.467
H 3.667 1.184 -0.928
H 2.616 0.314 0.222
H 2.340 2.050 -0.102
H 1.976 0.840 -1.364
H 0.006 -0.007 -0.845
H -1.840 0.895 1.432
*
```

Computed, not measured: 2 unconnected molecules or ions with the total composition C6H12O, with the ωB97M-V functional and the def2-TZVPD basis.

Results
Largest force on an atom: 0.0098 hartree/bohr
SMILES: CCC(C)=O.C=C
HOMO level: -9.61 eV
ΔE to the lowest compared entry with this formula, charge and spin: 117.8 kJ/mol
M: 100.16 u

```
! RIJCOSX wB97M-V def2-TZVPD def2/J DEFGRID3
* xyz 0 1
O 1.428 1.243 0.112
C 1.324 0.230 -0.549
C 2.537 -0.602 -0.893
C -0.012 -0.260 -1.081
C -1.231 1.764 1.735
C -2.333 1.121 1.364
C -0.526 -1.490 -0.319
H 0.090 -2.374 -0.516
H -3.129 0.887 2.065
H 0.103 -0.512 -2.143
H -0.727 0.564 -1.004
H 2.405 -1.640 -0.569
H -2.489 0.802 0.334
H -0.422 1.979 1.041
H 2.668 -0.614 -1.982
H 3.422 -0.174 -0.421
H -1.082 2.079 2.766
H -1.549 -1.726 -0.629
H -0.542 -1.306 0.760
*
```

Computed, not measured: 2 unconnected molecules or ions with the total composition C6H12O, with the ωB97M-V functional and the def2-TZVPD basis.

Results
Largest force on an atom: 0.0172 hartree/bohr
SMILES: C=COC.C=CC
HOMO level: -8.12 eV
ΔE to the lowest compared entry with this formula, charge and spin: 285.2 kJ/mol
M: 100.16 u

```
! RIJCOSX wB97M-V def2-TZVPD def2/J DEFGRID3
* xyz 0 1
O -0.486 1.332 0.082
C -1.879 1.410 -0.159
C 1.653 -0.490 -0.509
C -0.163 0.616 1.185
C -0.834 -0.400 1.719
C 1.261 -1.453 0.318
C 1.101 -0.305 -1.891
H -2.013 1.954 -1.094
H 1.654 -1.566 1.325
H -2.337 0.421 -0.243
H -2.359 1.952 0.666
H 0.169 -0.867 -2.016
H 0.461 -2.142 0.052
H -0.522 -0.759 2.688
H 2.406 0.224 -0.173
H 0.785 0.958 1.595
H -1.616 -0.949 1.204
H 1.826 -0.681 -2.619
H 0.893 0.744 -2.129
*
```

Computed, not measured: 2 unconnected molecules or ions with the total composition C6H12O, with the ωB97M-V functional and the def2-TZVPD basis.

Results
Largest force on an atom: 0.0061 hartree/bohr
SMILES: CC[C@H]1[C@H]2C[C@@H]12.O
HOMO level: -9.47 eV
ΔE to the lowest compared entry with this formula, charge and spin: 235.2 kJ/mol
M: 100.16 u

```
! RIJCOSX wB97M-V def2-TZVPD def2/J DEFGRID3
* xyz 0 1
O 0.288 -1.342 -2.540
C 1.670 -0.645 1.246
C 1.392 -0.046 -0.093
C 0.166 0.770 0.242
C -1.172 0.227 0.735
C 1.371 0.813 1.118
C -2.278 0.185 -0.320
H 2.076 0.035 -0.930
H -1.494 0.879 1.557
H 0.950 -1.328 1.700
H -2.458 1.179 -0.748
H 0.263 -1.126 -1.598
H -2.040 -0.498 -1.143
H -1.042 -0.770 1.170
H 2.018 1.652 1.336
H -3.218 -0.144 0.136
H 0.050 1.653 -0.393
H 2.708 -0.906 1.450
H 0.751 -0.588 -2.925
*
```

Computed, not measured: 2 unconnected molecules or ions with the total composition C6H12O in a non-equilibrium geometry, with the ωB97M-V functional and the def2-TZVPD basis.

Results
Largest force on an atom: 0.0729 hartree/bohr
SMILES: C=CC=C(C)C.O
HOMO level: -8.49 eV
ΔE to the lowest compared entry with this formula, charge and spin: 227.9 kJ/mol
M: 100.16 u

```
! RIJCOSX wB97M-V def2-TZVPD def2/J DEFGRID3
* xyz 0 1
O -2.454 1.162 3.520
C 2.708 1.379 -1.240
C -1.085 -0.758 -1.493
C -0.057 -0.824 -0.372
C 1.497 0.821 -1.358
C 1.036 -0.064 -0.266
C -0.529 -1.663 0.803
H -1.882 0.532 3.068
H -2.098 -1.121 -1.580
H 3.157 1.623 -0.286
H 0.256 -1.632 1.556
H 0.719 1.040 -2.076
H -1.413 -1.196 1.247
H -0.502 -0.932 -2.408
H -0.749 -2.678 0.503
H 2.979 2.106 -2.004
H -2.007 2.002 3.342
H -1.184 0.331 -1.607
H 1.609 -0.126 0.653
*
```

Computed, not measured: a molecular structure, C6H12O, with the ωB97M-V functional and the def2-TZVPD basis.

Results
Largest force on an atom: 0.0108 hartree/bohr
HOMO level (alpha / beta): -6.96 / -6.96 eV
ΔE to the lowest compared entry with this formula, charge and spin: 391.7 kJ/mol
M: 100.16 u

```
! RIJCOSX wB97M-V def2-TZVPD def2/J DEFGRID3
* xyz 0 1
O -1.941 1.612 0.349
C 0.593 0.469 -0.988
C -1.867 0.364 -0.153
C -1.625 -0.587 0.991
C -0.590 0.219 -1.642
C 1.531 -0.567 -0.433
C 2.042 -0.217 0.967
H 2.408 -0.686 -1.095
H -1.012 0.980 -2.295
H -0.812 -0.799 -1.945
H 0.878 1.509 -0.817
H -2.374 2.142 -0.336
H 2.747 -0.972 1.329
H -1.026 -1.444 0.673
H -2.602 -0.983 1.317
H -1.165 -0.099 1.858
H 1.220 -0.142 1.688
H 1.036 -1.548 -0.424
H 2.562 0.749 0.957
*
```